Entry from the Open Molecules 2025 dataset: a 2-piece molecular cluster, C5H8NO3P overall (wB97M-V/def2-TZVPD).

Output
LUMO level in eV: 0.7
ΔE to the lowest compared entry with this formula, charge and spin in kJ/mol: 271.8
2S+1: 1
Total charge: 0
HOMO level in eV: -8.7727
Orbital gap in eV: 9.500

```
18
Properties=species:S:1:pos:R:3:mulliken_charge:R:1
C -0.235 -1.970 0.029 -0.781
C -0.793 -2.540 -1.071 -0.216
C -1.101 -0.381 -1.281 -0.310
C -0.387 -0.514 -0.142 0.091
C 0.155 0.416 0.829 0.424
N -0.636 0.732 1.941 -0.464
O -0.218 2.698 -0.670 -0.596
O 1.846 1.180 -1.031 -0.453
O -1.378 -1.638 -1.825 -0.353
P 0.819 1.910 -0.011 0.504
H 0.297 -2.534 0.853 0.308
H -0.780 -3.574 -1.402 0.403
H -1.366 0.585 -1.730 0.444
H 1.507 -0.237 1.340 0.197
H -0.359 1.465 2.494 0.183
H -1.286 0.006 2.335 0.211
H 2.233 1.842 -1.550 0.307
H 1.684 2.552 0.892 0.102
```


Entry from the Open Molecules 2025 dataset: C18H30BF2GeN2RbSSeSiTe as an isolated structure (wB97M-V/def2-TZVPD).

Output
LUMO level in eV: 3.9
ΔE to the lowest compared entry with this formula, charge and spin in kJ/mol: 0.0
2S+1: 1
Total charge: -2
HOMO level in eV: -0.9850
Orbital gap in eV: 4.924

```
59
Properties=species:S:1:pos:R:3:mulliken_charge:R:1
Rb -3.039 -0.251 -1.945 0.753
C 2.979 1.970 0.501 -0.666
Ge 4.074 1.106 -0.864 0.413
C 3.843 1.958 -2.601 -1.021
C 5.968 1.266 -0.330 -1.211
C 3.709 -0.816 -1.033 -0.975
Se 1.919 -1.300 -1.653 -0.002
C 0.966 -0.848 -0.023 0.047
H 3.405 2.942 0.757 0.442
H 2.926 1.363 1.407 0.350
H 1.973 2.133 0.112 -0.217
H 4.132 3.009 -2.553 0.346
H 2.794 1.911 -2.889 0.219
H 4.453 1.460 -3.358 0.354
H 6.252 2.317 -0.242 0.354
H 6.619 0.797 -1.070 0.342
H 6.142 0.784 0.634 0.364
H 3.903 -1.343 -0.096 0.403
H 4.393 -1.224 -1.780 0.388
H 0.852 0.229 0.067 -0.096
H 1.504 -1.267 0.828 0.400
H -0.016 -1.321 -0.087 -0.230
F -7.332 0.223 -2.128 -0.315
B -6.254 0.118 -2.986 -0.382
F -6.775 0.154 -4.265 -0.309
Te -0.352 2.572 -2.142 -0.418
C -1.176 3.978 -0.810 -0.176
C -2.474 4.391 -0.651 -0.380
C -2.665 5.300 0.429 -0.389
C -1.513 5.581 1.098 -0.514
S -0.192 4.731 0.394 -0.157
H -3.271 4.037 -1.290 0.432
H -3.626 5.721 0.698 0.343
H -1.381 6.234 1.946 0.384
N 1.381 0.124 4.975 -0.569
C 0.597 0.150 4.135 -0.018
C -0.387 0.186 3.081 0.434
C -1.126 -0.948 2.772 -0.189
C -2.049 -0.863 1.741 -0.743
N -2.268 0.253 1.045 -0.285
C -1.559 1.337 1.362 -0.274
C -0.601 1.356 2.364 -0.220
H -0.974 -1.879 3.298 0.477
H -2.614 -1.737 1.437 0.481
H -1.752 2.229 0.779 0.278
H -0.035 2.255 2.561 0.519
C -0.307 -4.041 0.552 -1.058
Si -1.794 -3.706 -0.655 0.186
C -1.470 -5.173 -1.876 -1.254
C -3.180 -4.546 0.421 -1.302
H -0.301 -5.091 0.879 0.454
H -0.342 -3.416 1.451 0.119
H 0.649 -3.836 0.058 0.230
H -1.331 -6.122 -1.338 0.336
H -0.571 -4.987 -2.472 0.256
H -2.303 -5.299 -2.575 0.266
H -2.879 -5.555 0.738 0.351
H -4.118 -4.633 -0.136 0.257
H -3.405 -3.974 1.330 0.388
```


Entry from the Open Molecules 2025 dataset: one molecule with the formula C26H31FN4O (wB97M-V/def2-TZVPD).

Output
LUMO level in eV: 0.6
ΔE to the lowest compared entry with this formula, charge and spin in kJ/mol: 0.0
SMILES: CCn1nc(C)c(CN2CCC(C(=O)Nc3cccc(-c4cccc(F)c4)c3)CC2)c1C
2S+1: 1
Total charge: 0
HOMO level in eV: -8.3417
Orbital gap in eV: 8.952

```
63
Properties=species:S:1:pos:R:3:mulliken_charge:R:1
C 3.168 -1.094 4.809 -1.061
C 2.698 -2.237 3.911 -0.706
N 3.039 -2.006 2.533 1.011
N 4.104 -2.623 2.020 -1.222
C 4.221 -2.207 0.772 0.425
C 5.310 -2.703 -0.111 -1.254
C 3.199 -1.281 0.469 0.687
C 3.007 -0.577 -0.833 -0.904
N 1.792 -0.971 -1.545 0.279
C 1.575 -2.407 -1.629 -0.630
C 0.096 -2.667 -1.929 -1.374
C -0.459 -1.676 -2.970 0.441
C -1.352 -0.594 -2.359 -0.054
O -2.457 -0.361 -2.802 -0.697
N -0.773 0.057 -1.320 0.535
C -1.263 1.181 -0.656 0.168
C -0.350 2.043 -0.050 -0.291
C -0.798 3.160 0.627 -1.097
C -2.152 3.436 0.707 -0.547
C -3.075 2.587 0.100 0.393
C -4.515 2.874 0.165 0.234
C -5.333 2.657 -0.943 -0.719
C -6.686 2.932 -0.888 -0.497
C -7.259 3.424 0.272 -0.542
C -6.440 3.633 1.366 0.244
F -6.983 4.108 2.511 -0.332
C -5.085 3.371 1.335 -0.539
C -2.622 1.459 -0.575 -0.561
C 0.690 -1.043 -3.767 -1.204
C 1.755 -0.381 -2.880 -0.769
C 2.454 -1.179 1.635 -0.392
C 1.244 -0.369 1.928 -0.923
H 2.933 -1.318 5.846 0.402
H 4.243 -0.967 4.712 0.327
H 2.681 -0.162 4.534 0.283
H 3.201 -3.164 4.195 0.365
H 1.617 -2.379 4.004 0.364
H 4.898 -3.177 -1.001 0.240
H 5.953 -1.881 -0.426 0.309
H 5.906 -3.428 0.434 0.382
H 3.899 -0.761 -1.457 0.420
H 2.938 0.506 -0.668 0.365
H 2.213 -2.862 -2.403 0.356
H 1.840 -2.862 -0.673 0.498
H -0.013 -3.689 -2.293 0.348
H -0.481 -2.585 -1.006 0.399
H -1.103 -2.208 -3.678 0.603
H 0.204 -0.209 -1.136 -0.196
H 0.708 1.837 -0.125 0.577
H -0.086 3.828 1.089 0.417
H -2.491 4.324 1.217 0.545
H -4.897 2.283 -1.857 0.533
H -7.305 2.762 -1.757 0.388
H -8.313 3.643 0.338 0.431
H -4.491 3.534 2.220 0.564
H -3.325 0.786 -1.036 0.671
H 0.288 -0.304 -4.463 0.444
H 1.153 -1.833 -4.362 0.432
H 2.736 -0.479 -3.377 0.372
H 1.553 0.690 -2.770 0.384
H 0.761 -0.699 2.844 0.373
H 0.531 -0.454 1.112 0.038
H 1.505 0.683 2.039 0.261
```


Entry from the Open Molecules 2025 dataset: C15H20CaN5O4P as an isolated structure (wB97M-V/def2-TZVPD).

Output
LUMO level in eV: -5.6
ΔE to the lowest compared entry with this formula, charge and spin in kJ/mol: 1.3
2S+1: 1
Total charge: +2
HOMO level in eV: -13.6984
Orbital gap in eV: 8.111

```
46
Properties=species:S:1:pos:R:3:mulliken_charge:R:1
Ca 0.787 0.921 -0.317 1.946
O -2.954 -2.293 0.219 -0.510
C -3.333 -1.831 1.453 1.063
C -4.585 -2.105 1.990 -0.857
C -4.945 -1.558 3.213 -0.489
C -4.070 -0.723 3.897 -0.845
C -2.826 -0.449 3.353 0.011
C -2.440 -1.011 2.138 -0.203
C -1.119 -0.680 1.535 0.617
O -0.984 0.544 1.066 -1.070
N -0.216 -1.606 1.489 -1.096
N 0.892 -1.148 0.798 0.127
C 1.954 -1.844 0.844 -0.397
C 3.140 -1.352 0.119 0.745
C 4.310 -2.088 0.118 -0.785
C 5.417 -1.597 -0.563 -0.261
C 5.312 -0.385 -1.219 -0.708
C 4.103 0.291 -1.169 -0.011
N 3.030 -0.164 -0.519 -0.371
H -3.490 -3.056 -0.025 0.332
H -5.272 -2.751 1.455 0.364
H -5.916 -1.787 3.632 0.428
H -4.350 -0.305 4.853 0.439
H -2.128 0.186 3.885 0.490
H 2.003 -2.773 1.407 0.413
H 4.352 -3.031 0.645 0.395
H 6.344 -2.155 -0.576 0.449
H 6.145 0.039 -1.760 0.395
H 3.998 1.244 -1.674 0.385
N -3.369 1.352 0.364 -0.095
C -3.294 0.836 -1.033 -0.620
P -2.171 1.964 -1.949 1.175
O -2.551 3.343 -1.498 -0.919
O -0.743 1.491 -1.868 -0.823
C -2.693 1.955 -3.735 -0.952
N -3.087 3.379 -4.038 -0.250
H -3.538 2.361 0.359 0.435
H -2.412 1.140 0.825 0.134
H -4.089 0.873 0.906 0.328
H -4.289 0.868 -1.477 0.569
H -2.947 -0.197 -1.003 0.193
H -3.540 1.302 -3.932 0.389
H -1.869 1.660 -4.377 0.376
H -2.427 3.839 -4.664 0.349
H -3.064 3.865 -3.102 0.377
H -4.015 3.457 -4.454 0.342
```


Entry from the Open Molecules 2025 dataset: one molecule with the formula C13H16O4 (wB97M-V/def2-TZVPD).

Output
LUMO level in eV: 0.3
ΔE to the lowest compared entry with this formula, charge and spin in kJ/mol: 230.1
SMILES: CO[C@@]1(C)c2ccc(C(C)=O)cc2O[C@@]1(C)O
2S+1: 1
Total charge: 0
HOMO level in eV: -8.8681
Orbital gap in eV: 9.173

```
33
Properties=species:S:1:pos:R:3:mulliken_charge:R:1
C 2.945 -0.622 1.536 -0.809
O 2.752 -0.318 0.108 -0.488
C 1.540 -0.653 -0.520 2.002
C 1.431 -2.200 -0.467 -1.613
C 0.306 0.027 0.139 1.129
C -0.304 -0.377 1.241 -0.255
C -1.452 0.328 1.592 -1.252
C -2.009 1.308 0.761 0.719
C -3.247 2.046 1.189 0.330
C -4.422 1.347 1.967 -1.243
O -3.266 3.267 1.002 -0.546
C -1.305 1.695 -0.455 -1.385
C -0.099 1.049 -0.727 -0.336
O 0.637 1.174 -1.903 -0.460
C 1.509 -0.004 -1.984 0.444
C 0.983 -0.844 -3.183 -1.764
O 2.805 0.454 -2.344 -0.637
H 2.129 -1.270 1.943 0.207
H 3.179 0.165 2.195 0.339
H 3.664 -1.412 1.587 0.374
H 1.010 -2.665 0.384 0.329
H 2.429 -2.652 -0.598 0.434
H 0.817 -2.633 -1.329 0.357
H 0.080 -1.129 1.822 0.511
H -2.029 0.140 2.496 0.394
H -4.407 1.589 3.006 0.323
H -5.300 1.885 1.464 0.325
H -4.500 0.282 1.918 0.386
H -1.743 2.493 -0.972 0.570
H 1.581 -1.766 -3.361 0.333
H -0.014 -1.153 -3.055 0.407
H 1.067 -0.073 -3.968 0.436
H 3.233 0.521 -1.486 0.440
```